Record 1
DFT (the ωB97M-V functional and the def2-TZVPD basis) results for a cluster of 2 separate species, C9H14 in total.

```
! RIJCOSX wB97M-V def2-TZVPD def2/J DEFGRID3
* xyz -1 2
C -1.5070 1.2790 1.3901
C -2.3981 0.0107 1.4560
H -1.9930 2.0860 0.8498
H -1.3906 1.5622 2.4345
H -0.6069 0.9742 0.8574
H -2.0060 -0.7828 0.8267
H -3.4212 0.1706 1.0712
H -2.6272 -0.2058 2.5001
C -0.7527 0.1111 -1.9574
C 0.5161 -0.2139 -1.1817
C 0.5591 -1.4043 -0.4538
C 1.5391 0.7645 -1.1292
C 1.6676 -1.6875 0.3727
C 2.7274 0.3868 -0.3492
C 2.6971 -0.7062 0.4801
H -1.0454 -0.8308 -2.4210
H -0.5290 0.9678 -2.5954
H -0.3645 -1.9783 -0.4220
H 1.6628 1.5475 -1.8674
H 1.7511 -2.6728 0.8154
H 3.5423 1.1026 -0.3946
H 3.5574 -0.9969 1.0786
H -1.5785 0.5160 -1.3610
*
```

As for the strongest force on any atom: 1.73 eV Å⁻¹. As for the calculated total energy: -351.255496 Eh. For the energy relative to the best compared isomer or geometry (same formula, charge and spin), the calculation gives 62.5 kJ/mol. The calculation puts the highest occupied orbital energy (alpha / beta) at 0.7596 / -3.3693 eV.

Record 2
DFT (the ωB97M-V functional and the def2-TZVPD basis) results for a cluster of 2 separate species, C9H14 in total.

```
! RIJCOSX wB97M-V def2-TZVPD def2/J DEFGRID3
* xyz 0 1
C -3.0581 -1.3824 1.2130
C -2.1311 -1.1276 0.0246
H -4.0991 -1.5795 0.9756
H -2.6609 -2.2484 1.7461
H -3.0891 -0.5062 1.8889
H -2.5490 -0.3942 -0.6772
H -1.1274 -0.8262 0.2915
H -1.9293 -1.9688 -0.6347
C 2.2640 -0.2475 -2.1185
C 0.5593 1.4848 1.4057
C 0.4808 2.1902 0.2333
C 1.2788 0.3012 1.4612
C 0.9933 1.7240 -0.9882
C 1.8352 -0.1765 0.2844
C 1.7201 0.5562 -0.9393
H -0.0680 1.7691 2.2194
H -0.1553 3.0848 0.1595
H 1.2196 -0.4045 2.2922
H 0.8370 2.1487 -1.9753
H 2.4196 -1.0831 0.2616
H 2.4098 -1.2549 -1.8234
H 3.2890 0.0366 -2.3742
H 1.5606 -0.0957 -2.9263
*
```

As for the strongest force on any atom: 2.83 eV Å⁻¹. As for the calculated total energy: -351.305467 Eh. For the energy relative to the best compared isomer or geometry (same formula, charge and spin), the calculation gives 64.9 kJ/mol. The calculation puts the highest occupied orbital energy at -9.0318 eV.

Record 3
DFT (the ωB97M-V functional and the def2-TZVPD basis) results for a cluster of 2 separate species, C9H14 in total.

```
! RIJCOSX wB97M-V def2-TZVPD def2/J DEFGRID3
* xyz 0 1
C -1.4737 1.1532 2.1117
C 0.9047 0.9867 1.1361
C -0.4429 1.2411 0.9785
C 1.7696 0.9635 0.0568
C -0.9269 1.7236 -0.2287
C 1.1945 1.1739 -1.1955
C -0.0793 1.6742 -1.3551
H 1.2506 0.7704 2.1319
H 2.8409 0.9047 0.1806
H -1.2678 0.1895 2.5740
H -2.4589 1.2413 1.6744
H -1.9077 2.1683 -0.3076
H 1.7796 1.1273 -2.1094
H -0.5609 2.0841 -2.2259
H -1.2522 1.9586 2.8107
C -0.0406 -3.9313 -1.3835
C -0.4308 -3.1361 -0.1427
H 0.7584 -4.5792 -1.1041
H -0.8387 -4.5926 -1.7222
H 0.3351 -3.3182 -2.1940
H 0.4468 -2.6364 0.2627
H -0.8692 -3.6307 0.7283
H -1.2312 -2.4585 -0.4418
*
```

As for the strongest force on any atom: 2.48 eV Å⁻¹. As for the calculated total energy: -351.303326 Eh. For the energy relative to the best compared isomer or geometry (same formula, charge and spin), the calculation gives 70.5 kJ/mol. The calculation puts the highest occupied orbital energy at -8.9879 eV.

Record 4
DFT (the ωB97M-V functional and the def2-TZVPD basis) results for a cluster of 2 separate species, C9H14 in total.

```
! RIJCOSX wB97M-V def2-TZVPD def2/J DEFGRID3
* xyz 0 1
C -1.3299 -1.5953 0.0389
C -0.9097 1.9699 -0.9437
C -1.4796 0.8582 -0.3272
C 0.0793 1.8525 -1.9330
C -0.9737 -0.3795 -0.7305
C 0.3577 0.5772 -2.4490
C -0.3048 -0.5244 -1.9621
H -1.1391 3.0054 -0.7609
H -2.3092 1.0052 0.3471
H 0.6858 2.7297 -2.1073
H 0.9617 0.3806 -3.3298
H -2.3617 -1.5758 0.4075
H -0.6605 -1.8134 0.8694
H -0.4007 -1.4989 -2.4075
H -1.3248 -2.5728 -0.4638
C 2.0413 -0.6417 1.7261
C 0.7658 0.0346 2.2478
H 2.4591 -1.3282 2.4545
H 1.8465 -1.2365 0.8283
H 2.7005 0.1555 1.3865
H 0.4381 -0.3939 3.1959
H -0.0833 -0.1122 1.5733
H 0.9416 1.1038 2.3393
*
```

As for the strongest force on any atom: 2.18 eV Å⁻¹. As for the calculated total energy: -351.287742 Eh. For the energy relative to the best compared isomer or geometry (same formula, charge and spin), the calculation gives 111.5 kJ/mol. The calculation puts the highest occupied orbital energy at -8.8496 eV.

Record 5
DFT (the ωB97M-V functional and the def2-TZVPD basis) results for a cluster of 2 separate species, C9H14 in total.

```
! RIJCOSX wB97M-V def2-TZVPD def2/J DEFGRID3
* xyz 0 1
C 0.0496 -1.2786 -2.0621
C -2.3302 -0.2956 0.7026
C -1.6755 -1.0510 -0.2647
C -2.0018 1.0471 0.8634
C -0.8648 -0.4277 -1.2247
C -1.2707 1.6644 -0.1311
C -0.8016 0.9559 -1.2407
H -3.1896 -0.7216 1.1983
H -1.7407 -2.1327 -0.2320
H -2.4361 1.6668 1.6329
H -1.1129 2.7355 -0.2071
H 0.5899 -0.6729 -2.7890
H -0.5416 -2.0738 -2.5196
H -0.3821 1.4370 -2.1100
H 0.7886 -1.8185 -1.4928
C 1.3429 0.0434 1.2131
C 2.8555 0.2263 1.2318
H 1.0327 -0.0049 2.2500
H 0.8317 0.7864 0.6115
H 0.9444 -0.8678 0.7609
H 3.4199 -0.7127 1.2115
H 3.1601 0.7006 2.1675
H 3.3325 0.7945 0.4304
*
```

As for the strongest force on any atom: 1.63 eV Å⁻¹. As for the calculated total energy: -351.299393 Eh. For the energy relative to the best compared isomer or geometry (same formula, charge and spin), the calculation gives 80.9 kJ/mol. The calculation puts the highest occupied orbital energy at -9.0065 eV.

Record 6
DFT (the ωB97M-V functional and the def2-TZVPD basis) results for a cluster of 2 separate species, C9H14 in total.

```
! RIJCOSX wB97M-V def2-TZVPD def2/J DEFGRID3
* xyz 0 1
C -0.7424 3.0405 -1.4152
C -1.7382 1.8818 -1.6136
H -0.8316 3.4808 -0.4321
H 0.2553 2.6684 -1.6271
H -1.0210 3.7620 -2.1894
H -2.7652 2.1926 -1.4210
H -1.5543 1.0533 -0.9405
H -1.7156 1.5792 -2.6610
C -0.3754 -2.5209 2.3484
C 1.6588 -0.1710 -0.6439
C 0.9291 0.4255 0.3650
C 1.7001 -1.5477 -0.6958
C 0.2221 -0.3092 1.3131
C 1.0016 -2.2957 0.2436
C 0.2653 -1.6945 1.2626
H 2.2806 0.4582 -1.2721
H 0.9034 1.4976 0.4917
H 2.3119 -2.1130 -1.3990
H -0.2493 0.1869 2.1472
H 1.0591 -3.3730 0.2671
H -0.1616 -3.5834 2.2283
H -1.4609 -2.4065 2.3304
H 0.0284 -2.2117 3.3135
*
```

As for the strongest force on any atom: 1.52 eV Å⁻¹. As for the calculated total energy: -351.322209 Eh. For the energy relative to the best compared isomer or geometry (same formula, charge and spin), the calculation gives 21.0 kJ/mol. The calculation puts the highest occupied orbital energy at -9.1099 eV.

Record 7
DFT (the ωB97M-V functional and the def2-TZVPD basis) results for a cluster of 2 separate species, C9H14 in total.

```
! RIJCOSX wB97M-V def2-TZVPD def2/J DEFGRID3
* xyz 0 1
C 1.1287 2.0413 2.3436
C -0.9732 -0.4823 0.4820
C -1.4850 -1.2843 1.4845
C -0.0703 0.5397 0.8010
C 0.3648 0.7472 2.1045
C -1.1314 -1.0122 2.8172
C -0.1407 -0.0958 3.1147
H -1.2432 -0.7785 -0.5200
H -2.1834 -2.0620 1.2080
H 0.3670 1.0989 -0.0154
H -1.7228 -1.5166 3.5701
H 1.0623 2.6396 1.4304
H 2.1789 1.8566 2.5496
H 0.1712 -0.1024 4.1510
H 0.6513 2.7444 3.0288
C 0.5584 0.0636 -3.9054
C 0.1111 -1.1940 -3.1675
H -0.2229 0.5841 -4.4585
H 1.1535 0.7565 -3.3125
H 1.2939 -0.1804 -4.6938
H 0.9986 -1.7482 -2.8855
H -0.4842 -1.7853 -3.8593
H -0.3827 -0.8301 -2.2674
*
```

As for the strongest force on any atom: 1.84 eV Å⁻¹. As for the calculated total energy: -351.302486 Eh. For the energy relative to the best compared isomer or geometry (same formula, charge and spin), the calculation gives 72.7 kJ/mol. The calculation puts the highest occupied orbital energy at -9.0066 eV.

Record 8
DFT (the ωB97M-V functional and the def2-TZVPD basis) results for a cluster of 2 separate species, C9H14 in total.

```
! RIJCOSX wB97M-V def2-TZVPD def2/J DEFGRID3
* xyz 0 1
C 0.7097 2.1429 -2.0722
C -0.5318 2.4466 -1.2237
H 1.2101 3.0714 -2.3461
H 1.2691 1.3148 -1.6547
H 0.3532 1.8311 -3.0637
H -1.1598 3.0887 -1.8455
H -0.3065 2.9151 -0.2635
H -1.0931 1.5566 -0.9722
C -1.6274 -2.1173 -0.3855
C 0.3315 -0.9275 2.6614
C 1.4129 -0.3056 2.0857
C -0.6986 -1.4961 1.8938
C -0.5199 -1.6561 0.5500
C 1.5075 -0.3286 0.6826
C 0.5941 -1.0154 -0.0881
H 0.3350 -0.9567 3.7472
H 2.1326 0.2402 2.6745
H -1.5601 -1.8935 2.4140
H 2.3531 0.2104 0.2688
H -2.6329 -1.8298 -0.1276
H -1.5492 -3.2186 -0.4016
H 0.8295 -1.2049 -1.1265
H -1.3589 -1.8676 -1.4069
*
```

As for the strongest force on any atom: 3.06 eV Å⁻¹. As for the calculated total energy: -351.306518 Eh. For the energy relative to the best compared isomer or geometry (same formula, charge and spin), the calculation gives 62.2 kJ/mol. The calculation puts the highest occupied orbital energy at -9.0330 eV.

Record 9
DFT (the ωB97M-V functional and the def2-TZVPD basis) results for a cluster of 2 separate species, C9H14 in total.

```
! RIJCOSX wB97M-V def2-TZVPD def2/J DEFGRID3
* xyz 0 1
C 1.7174 1.0672 2.8138
C -0.8190 0.4882 0.0327
C 0.0860 1.0398 0.9353
C -1.1704 -0.8463 0.2971
C 0.8469 0.3163 1.8528
C -0.3532 -1.5828 1.1175
C 0.6743 -1.0732 1.9122
H -1.3545 1.1185 -0.6598
H 0.1051 2.1265 0.9594
H -2.0431 -1.2552 -0.1978
H -0.3702 -2.6706 1.1363
H 1.7465 2.1505 2.7258
H 2.7649 0.7596 2.8566
H 1.1607 -1.7063 2.6369
H 1.3512 0.8424 3.8204
C -0.3783 0.7597 -4.1881
C -0.7136 -0.4299 -3.2457
H -1.2602 1.2414 -4.5857
H 0.2540 1.5298 -3.7389
H 0.2686 0.2837 -4.9185
H -1.8002 -0.5461 -3.1736
H -0.4063 -0.3558 -2.2021
H -0.3022 -1.3774 -3.5851
*
```

As for the strongest force on any atom: 2.28 eV Å⁻¹. As for the calculated total energy: -351.297129 Eh. For the energy relative to the best compared isomer or geometry (same formula, charge and spin), the calculation gives 86.8 kJ/mol. The calculation puts the highest occupied orbital energy at -8.9195 eV.

Record 10
DFT (the ωB97M-V functional and the def2-TZVPD basis) results for a cluster of 2 separate species, C9H14 in total.

```
! RIJCOSX wB97M-V def2-TZVPD def2/J DEFGRID3
* xyz 0 1
C -2.3168 1.3025 2.3708
C -1.8089 0.8464 1.0349
C -1.0537 1.6646 0.2170
C -1.9716 -0.4916 0.6486
C -0.4285 1.2206 -0.9536
C -1.4057 -0.9544 -0.5221
C -0.5644 -0.1209 -1.2576
H -1.5142 1.4764 3.0902
H -3.0055 0.5677 2.7831
H -0.8078 2.6550 0.5970
H -2.3823 -1.1889 1.3725
H -0.1105 1.9186 -1.7104
H -1.4169 -1.9967 -0.8138
H -0.0098 -0.6009 -2.0471
H -2.8691 2.2375 2.2896
C 2.4959 -1.4535 -0.2308
C 2.8313 -0.6565 -1.5393
H 2.3053 -2.4865 -0.5042
H 3.4090 -1.4552 0.3529
H 1.6884 -0.9387 0.2818
H 3.2685 -1.3662 -2.2434
H 1.9666 -0.1441 -1.9013
H 3.7008 -0.0354 -1.3148
*
```

As for the strongest force on any atom: 2.26 eV Å⁻¹. As for the calculated total energy: -351.303318 Eh. For the energy relative to the best compared isomer or geometry (same formula, charge and spin), the calculation gives 70.6 kJ/mol. The calculation puts the highest occupied orbital energy at -9.0377 eV.

Number 3 is which compound?
C9H14